Entry 1:
Molecular formula: C12H8N2O4Tb
Method: DFT, ωB97M-V/def2-TZVPD

As for the spin multiplicity: 7. The value obtained for the highest occupied orbital energy (alpha / beta) is -0.6737 / -0.6761 Eh. Its net charge is +3. Its calculated total energy is -1695.667440 Eh. The HOMO-LUMO gap (alpha / beta) is 0.126 / 0.141 hartree.

```
27
Properties=species:S:1:pos:R:3:forces:R:3
Tb -0.0039 -0.6153 -0.2982 0.1 -2.6 0.1
C 0.0295 0.7227 1.7736 0.0 1.3 4.2
O 0.0506 1.1279 2.8421 0.0 0.0 -4.0
C -0.0050 2.0498 -0.4348 0.0 5.1 -1.3
O -0.0053 3.1986 -0.5155 0.0 -4.9 0.5
C -2.1938 0.0124 0.0025 -8.8 0.9 0.6
O -3.3518 0.0280 0.0590 5.9 0.1 -0.2
C 2.1932 0.0101 -0.0527 8.8 0.7 0.3
O 3.3521 0.0251 -0.0268 -5.9 0.1 -0.1
C -0.0067 -1.6521 -4.9376 0.0 0.6 0.3
H 0.9278 -2.2139 -4.8568 -0.3 0.2 -0.1
H -0.9394 -2.2130 -4.8334 0.3 0.2 -0.1
C -0.0100 -0.3346 -5.2522 0.0 -0.5 0.4
H -0.9450 0.2098 -5.4114 0.3 -0.2 0.0
H 0.9213 0.2088 -5.4348 -0.3 -0.2 0.0
N -0.0009 0.0598 7.2794 0.0 0.1 -2.0
C -0.0036 -0.0834 6.1222 0.0 -0.5 0.8
C -0.0016 -0.6200 4.7660 0.0 0.1 0.0
C 1.1808 -0.9532 4.0978 1.5 -0.8 1.4
C 1.1705 -1.6375 2.8989 0.2 0.6 0.0
N 0.0151 -1.8319 2.2407 0.0 -0.6 -2.0
C -1.1501 -1.6171 2.8750 -0.2 0.6 0.0
C -1.1755 -0.9331 4.0749 -1.6 -0.8 1.3
H 2.1375 -0.8036 4.6166 -0.4 -0.1 -0.3
H 2.0933 -2.0424 2.4558 -0.4 0.4 0.1
H -2.0678 -2.0087 2.4103 0.4 0.4 0.2
H -2.1422 -0.7666 4.5686 0.4 -0.1 -0.2
```
Positions in Å, forces in eV/Å.

Entry 2:
Molecular formula: C12H8OS
Method: DFT, ωB97M-V/def2-TZVPD

The value obtained for the highest occupied orbital energy is -0.2960 Eh. The SMILES is O=C1Cc2ccsc2-c2ccccc21. Its net charge is 0. Its calculated total energy is -935.411550 Eh. The HOMO-LUMO gap is 0.289 hartree. As for the energy above the lowest of the compared OMol25 structures with the same formula, charge and spin: 1.849 eV.

```
22
Properties=species:S:1:pos:R:3:forces:R:3
O -2.1126 -2.2643 -0.2381 0.9 0.0 0.2
C -1.0840 -1.6314 -0.0639 0.0 -0.9 -0.5
C 0.2228 -2.3985 0.1098 1.6 8.3 0.4
C 1.4680 -1.0561 0.1040 -2.6 1.8 -0.1
C 2.8246 -1.2895 0.0242 -0.4 1.8 0.3
C 3.6425 -0.1927 -0.0405 -2.2 -0.2 -0.3
S 2.7244 1.2388 -0.1369 -0.3 -0.1 0.3
C 1.2350 0.4184 0.0512 0.1 -4.4 -0.6
C -0.1419 0.8619 -0.0755 0.0 -0.5 1.0
C -0.5835 2.1645 0.0097 4.1 2.7 0.2
C -1.8692 2.5871 0.0851 0.0 -3.8 -1.0
C -2.8660 1.6179 -0.0829 1.7 0.4 1.1
C -2.4601 0.2921 -0.0597 -0.5 0.8 -0.6
C -1.1452 -0.1068 -0.0405 -0.3 -0.7 -0.2
H 0.5900 -2.9434 -0.6418 0.6 -2.4 -3.0
H 0.3483 -2.7977 1.0336 0.0 -1.4 2.7
H 3.1596 -2.2407 0.0157 1.5 -3.0 0.0
H 4.6640 -0.2404 -0.1928 1.8 0.3 -0.1
H 0.2642 2.9914 0.0640 -1.8 -1.7 0.0
H -1.9989 3.5704 0.2472 -1.0 3.2 0.3
H -3.8325 2.0028 -0.0195 -1.8 -0.2 -0.2
H -3.0492 -0.5837 -0.1526 -1.5 0.0 0.1
```
Positions in Å, forces in eV/Å.

Entry 3:
Molecular formula: C12H9F18N3O18S6Zn2
Method: DFT, ωB97M-V/def2-TZVPD

As for the spin multiplicity: 2. The value obtained for the highest occupied orbital energy (alpha / beta) is -0.2287 / -0.2286 Eh. Its net charge is -1. Its calculated total energy is -9726.676569 Eh. The HOMO-LUMO gap (alpha / beta) is 0.257 / 0.063 hartree.

```
68
Properties=species:S:1:pos:R:3:forces:R:3
Zn 0.6800 17.7442 5.8627 0.3 -0.3 2.4
Zn 4.0370 17.4963 9.2944 0.6 -1.2 1.4
C -0.4013 17.6190 10.4017 1.2 -0.6 -1.3
F 0.0703 16.3631 10.5926 -0.1 1.2 0.1
F -1.5854 17.4687 9.7823 -0.1 0.4 0.0
F -0.5847 18.2301 11.5571 0.2 -0.1 -0.3
S 0.8317 18.6373 9.2098 -0.2 1.5 2.0
O 0.6313 20.0403 9.5975 0.0 -2.3 -0.9
O 2.1423 18.0943 9.5093 -0.9 0.4 1.0
O 0.4610 18.2587 7.8528 -1.2 0.3 0.0
C 3.5137 21.2608 7.0196 1.0 -2.3 -0.1
F 3.0820 21.8674 5.9639 -0.1 1.0 -2.0
F 4.7618 21.6634 7.3368 -0.7 -0.3 -0.2
F 2.6853 21.5804 7.9711 -0.3 -0.5 1.3
S 3.6016 19.3094 6.4815 1.0 1.2 0.7
O 2.2584 18.9665 5.9945 -0.3 0.7 0.2
O 4.5315 19.2914 5.3706 -0.4 0.1 1.3
O 3.9742 18.6301 7.7375 -0.1 1.7 -2.6
C 3.4899 14.3088 12.5186 0.4 0.9 0.3
F 2.2994 14.4426 13.0959 -0.6 0.3 -0.6
F 4.1877 13.5979 13.4179 0.3 -0.5 -1.0
F 3.3299 13.6876 11.3211 0.4 0.3 1.3
S 4.4081 15.9931 12.3770 2.9 2.9 4.8
O 4.0463 16.6070 11.1349 -1.9 0.6 -2.6
O 3.9608 16.8431 13.5544 0.1 -2.8 -2.7
O 5.8540 15.7681 12.3983 -1.9 -1.2 0.2
C 2.7614 15.4756 2.4107 1.0 -1.5 -0.1
F 1.6543 14.7016 2.2294 1.3 1.3 0.4
F 3.5378 14.9597 3.3877 -1.2 0.6 -1.0
F 3.5030 15.4325 1.2505 -1.5 0.7 1.8
S 2.2794 17.2660 2.9294 -2.2 0.1 1.1
O 1.3752 17.2818 4.1078 2.0 -1.1 -2.9
O 3.5478 18.0000 3.0839 -0.4 -0.1 -0.3
O 1.5186 17.7862 1.8074 0.9 0.0 -0.4
C 7.9633 18.0354 8.0267 -1.2 -0.8 1.2
F 7.1145 19.0152 8.3182 -0.3 0.7 0.5
F 8.0424 18.0202 6.7132 0.3 -0.7 -0.8
F 9.1526 18.3320 8.5318 0.2 -0.2 0.0
S 7.2021 16.4462 8.8710 -0.4 -0.7 3.0
O 7.6511 16.4244 10.2756 -0.8 1.4 -2.5
O 5.7037 16.6334 8.6868 2.6 0.3 -0.2
O 7.6656 15.2830 8.1728 0.1 0.1 -1.5
C 3.1506 13.8055 6.5846 0.9 0.9 0.6
F 4.2229 14.3421 5.9147 -1.5 -0.8 0.3
F 2.2925 13.1799 5.7160 1.2 0.7 0.9
F 3.6603 12.9165 7.4608 -1.0 0.8 -1.0
S 2.2494 15.2597 7.5044 -0.5 0.3 3.2
O 1.7552 16.1687 6.5008 0.4 -0.3 -2.2
O 1.1646 14.6591 8.2448 0.5 -0.8 -0.7
O 3.1966 15.9645 8.3632 -0.4 -2.5 -1.6
C -2.5976 14.6927 6.9390 -0.7 -1.1 1.0
C -1.6959 15.7096 6.6076 -0.2 0.6 -0.3
N -0.9958 16.5658 6.3796 1.1 1.5 -1.3
H -3.6403 14.9600 6.7678 0.2 0.0 -0.4
H -2.5023 14.6154 8.0221 0.0 -0.6 0.1
H -2.2636 13.7866 6.4334 -0.4 -0.2 0.2
C 2.7208 10.3231 4.3190 1.1 -0.6 0.7
C 3.5143 9.4293 5.2165 2.5 -3.6 3.5
N 4.1153 8.6892 5.9610 -3.2 4.0 -4.1
H 2.4474 9.7688 3.4211 -0.2 0.1 0.1
H 3.3977 11.1334 4.0481 -0.3 0.2 -0.1
H 1.8664 10.7055 4.8774 0.0 0.0 -0.2
C 7.2069 15.0378 4.9071 -0.3 -0.6 -0.2
C 6.4810 16.1986 4.4669 -2.3 5.2 -2.4
N 5.9302 17.1510 3.9869 2.4 -4.5 2.2
H 8.2561 15.2193 5.1401 -0.3 0.2 0.3
H 7.1632 14.3728 4.0446 0.1 -0.4 0.1
H 6.6524 14.5947 5.7343 0.4 -0.1 0.2
```
Positions in Å, forces in eV/Å.

Entry 4:
Molecular formula: C12H9N2O5Rh
Method: DFT, ωB97M-V/def2-TZVPD

As for the spin multiplicity: 2. The value obtained for the highest occupied orbital energy (alpha / beta) is -0.4608 / -0.4545 Eh. Its net charge is +1. Its calculated total energy is -1058.686580 Eh. The HOMO-LUMO gap (alpha / beta) is 0.301 / 0.284 hartree. As for the energy above the lowest of the compared OMol25 structures with the same formula, charge and spin: 0.209 eV.

```
29
Properties=species:S:1:pos:R:3:forces:R:3
Rh -0.2087 1.7136 -0.4277 0.0 -0.4 -0.4
O -0.7633 3.0913 3.4978 0.0 0.0 0.0
C -0.6877 2.5566 2.3059 -0.1 -0.1 -0.2
O -0.0468 3.0361 1.3764 0.2 -0.1 0.2
C -1.4872 1.3025 2.1235 0.1 0.1 0.0
C -2.3512 0.6999 3.0115 0.0 -0.1 -0.1
C -3.0570 -0.4225 2.5654 0.1 0.1 0.0
C -2.8811 -0.8996 1.2750 0.0 0.0 -0.1
C -1.9869 -0.2462 0.4382 0.0 -0.1 0.0
N -1.3244 0.8114 0.8900 -0.4 0.3 0.1
C -1.6587 -0.5971 -1.0176 0.0 0.2 0.0
O -2.0423 -1.6268 -1.4997 -0.1 -0.1 0.1
O -0.9441 0.3242 -1.6300 0.1 -0.2 0.3
H -0.2443 3.9136 3.5249 0.0 0.0 0.0
H -2.4716 1.0867 4.0129 0.0 0.0 0.0
H -3.7487 -0.9142 3.2354 0.0 0.0 0.0
H -3.4181 -1.7567 0.8918 0.0 0.0 0.0
O 1.6809 1.3952 -1.2614 0.1 0.4 0.5
N 2.0492 0.1761 -1.6372 -0.1 0.0 -0.4
C 2.7189 0.0686 -2.7969 0.0 0.0 0.0
C 3.1373 -1.1646 -3.2435 0.0 0.0 0.0
C 2.8562 -2.2963 -2.4944 0.0 0.0 0.0
C 2.1744 -2.1534 -1.2964 0.0 0.0 0.0
C 1.7834 -0.9003 -0.8818 0.0 0.0 0.0
H 2.8766 1.0016 -3.3148 0.0 0.0 0.0
H 3.6725 -1.2239 -4.1796 0.0 0.0 0.0
H 3.1651 -3.2734 -2.8368 0.0 0.0 0.0
H 1.9384 -3.0052 -0.6760 0.0 0.0 0.0
H 1.2692 -0.6969 0.0451 0.0 0.0 0.0
```
Positions in Å, forces in eV/Å.